Record 1
42
Properties=species:S:1:pos:R:3:nbo_charge:R:1 method="wB97M-V/def2-TZVPD" gap_ev=8.3 spin_multiplicity=1 homo_ha=-0.297 lumo_energy_ev=0.18 smiles="COc1ccc(C(=O)CSc2nnc(CNc3ccc(F)cc3)o2)cc1" relative_energy_kcal_mol=2.20
C -7.103 -2.688 0.847 -0.255
O -7.052 -1.287 0.698 -0.482
C -5.910 -0.714 0.258 0.325
C -4.743 -1.403 -0.069 -0.269
C -3.632 -0.717 -0.520 -0.167
C -3.651 0.671 -0.650 -0.216
C -2.509 1.467 -1.127 0.560
O -2.517 2.677 -1.144 -0.523
C -1.281 0.710 -1.618 -0.620
S -0.416 -0.062 -0.200 0.288
C 0.914 1.020 -0.064 0.284
N 1.281 1.953 -0.889 -0.327
N 2.394 2.502 -0.368 -0.278
C 2.656 1.889 0.736 0.431
C 3.846 2.085 1.615 -0.275
N 5.069 1.719 0.936 -0.581
C 5.254 0.436 0.438 0.157
C 6.182 0.241 -0.588 -0.234
C 6.456 -1.021 -1.072 -0.252
C 5.789 -2.105 -0.530 0.354
F 6.044 -3.346 -1.005 -0.330
C 4.864 -1.946 0.483 -0.244
C 4.599 -0.678 0.967 -0.272
O 1.741 0.917 0.996 -0.414
C -4.825 1.355 -0.310 -0.120
C -5.935 0.681 0.132 -0.261
H -8.107 -2.908 1.204 0.205
H -6.373 -3.039 1.583 0.179
H -6.937 -3.199 -0.106 0.179
H -4.690 -2.476 0.025 0.214
H -2.743 -1.283 -0.752 0.208
H -0.573 1.403 -2.070 0.294
H -1.545 -0.088 -2.309 0.239
H 3.725 1.484 2.519 0.219
H 3.919 3.138 1.897 0.242
H 5.396 2.434 0.300 0.386
H 6.691 1.097 -1.007 0.212
H 7.171 -1.172 -1.865 0.230
H 4.355 -2.808 0.886 0.227
H 3.875 -0.569 1.758 0.216
H -4.835 2.430 -0.407 0.239
H -6.843 1.201 0.391 0.229



Record 2
51
Properties=species:S:1:pos:R:3:nbo_charge:R:1 method="wB97M-V/def2-TZVPD" gap_ev="6.2 / 5.3" spin_multiplicity=2 homo_ha="-0.425 / -0.420" lumo_energy_ev="-5.35 / -6.07" relative_energy_kcal_mol=33.02 charge=+1
Ir -1.083 0.352 0.751 1.172
N -2.127 3.786 2.963 -0.752
C -2.013 2.510 2.578 0.265
S -2.684 2.052 1.028 0.036
N -1.450 1.667 3.386 -0.353
N -1.279 0.433 2.890 -0.295
C -0.987 -0.482 3.777 0.156
C -0.842 -1.849 3.525 -0.195
C -0.747 -2.733 4.629 -0.139
C -0.689 -4.080 4.451 -0.202
C -0.744 -4.616 3.142 -0.142
C -0.811 -3.793 2.058 -0.276
C -0.825 -2.381 2.210 0.464
O -0.770 -1.652 1.144 -0.662
H -2.619 4.448 2.390 0.419
H -1.758 4.079 3.852 0.427
H -0.903 -0.148 4.807 0.230
H -0.745 -2.316 5.630 0.230
H -0.627 -4.740 5.304 0.238
H -0.742 -5.690 3.007 0.235
H -0.850 -4.180 1.048 0.222
O 2.859 1.120 0.088 -0.550
C 1.703 1.441 -0.037 0.751
O 0.781 1.118 0.853 -0.698
C 1.285 2.208 -1.277 -0.201
C -0.023 2.597 -1.512 -0.086
C -0.359 3.189 -2.713 0.003
C 0.581 3.450 -3.685 -0.138
C 1.887 3.091 -3.413 0.016
C 2.256 2.467 -2.239 -0.115
N 2.922 3.355 -4.439 0.531
O 2.570 3.946 -5.436 -0.348
O 4.042 2.959 -4.205 -0.352
N -1.774 3.526 -2.954 0.532
O -2.594 3.029 -2.203 -0.385
O -2.024 4.263 -3.878 -0.333
H -0.795 2.454 -0.775 0.233
H 0.311 3.909 -4.625 0.290
H 3.283 2.182 -2.061 0.282
S -1.559 -0.575 -1.452 -0.074
C -0.268 -1.711 -1.543 0.367
N 1.010 -1.466 -1.300 -0.556
C 1.865 -2.635 -1.528 -0.226
C 0.846 -3.707 -1.968 -0.227
N -0.418 -2.962 -1.955 -0.559
H 1.366 -0.597 -0.944 0.436
H 2.391 -2.907 -0.615 0.225
H 2.601 -2.418 -2.298 0.226
H 0.802 -4.539 -1.266 0.215
H 1.052 -4.103 -2.959 0.226
H -1.303 -3.350 -2.233 0.438



Record 3
39
Properties=species:S:1:pos:R:3:nbo_charge:R:1 method="wB97M-V/def2-TZVPD" gap_ev=8.7 spin_multiplicity=1 homo_ha=-0.315 lumo_energy_ev=0.18 smiles="CCn1c(SCC(=O)c2ccccc2)nc2ccccc2c1=O" relative_energy_kcal_mol=0.00
C 1.421 -0.321 -2.967 -0.619
C 1.413 -1.675 -2.267 -0.232
N 0.379 -1.735 -1.249 -0.441
C 0.581 -1.253 0.004 0.344
S 2.190 -0.629 0.364 0.268
C 1.997 -0.144 2.106 -0.647
C 2.301 1.327 2.308 0.549
O 3.114 1.676 3.132 -0.521
C 1.588 2.290 1.439 -0.096
C 2.224 3.498 1.152 -0.183
C 1.619 4.431 0.333 -0.215
C 0.365 4.174 -0.198 -0.191
C -0.284 2.986 0.101 -0.207
C 0.320 2.045 0.914 -0.216
N -0.300 -1.219 0.939 -0.580
C -1.552 -1.710 0.684 0.261
C -2.522 -1.677 1.690 -0.247
C -3.780 -2.175 1.440 -0.170
C -4.100 -2.712 0.193 -0.235
C -3.156 -2.746 -0.808 -0.134
C -1.874 -2.246 -0.574 -0.228
C -0.868 -2.261 -1.628 0.666
O -1.038 -2.680 -2.753 -0.599
H 2.201 -0.306 -3.722 0.219
H 0.463 -0.149 -3.452 0.219
H 1.608 0.481 -2.256 0.216
H 1.184 -2.463 -2.988 0.249
H 2.379 -1.876 -1.798 0.213
H 0.963 -0.391 2.357 0.299
H 2.688 -0.740 2.702 0.254
H 3.200 3.679 1.576 0.231
H 2.122 5.359 0.109 0.217
H -0.111 4.901 -0.839 0.215
H -1.268 2.792 -0.301 0.216
H -0.208 1.135 1.155 0.229
H -2.262 -1.261 2.651 0.224
H -4.529 -2.151 2.218 0.217
H -5.092 -3.100 0.016 0.218
H -3.376 -3.153 -1.783 0.236



Record 4
42
Properties=species:S:1:pos:R:3:nbo_charge:R:1 method="wB97M-V/def2-TZVPD" gap_ev=8.1 spin_multiplicity=1 homo_ha=-0.333 lumo_energy_ev=-0.94 smiles="COc1cccc(C(=O)CC(=O)C(=O)Nc2ccc([N+](=O)[O-])cc2C)c1" relative_energy_kcal_mol=122.61
C -1.657 -2.903 0.137 -0.259
O -3.000 -3.004 -0.269 -0.505
C -3.763 -1.880 -0.279 0.381
C -5.063 -2.033 -0.772 -0.248
C -5.919 -0.953 -0.828 -0.193
C -5.498 0.292 -0.400 -0.170
C -4.206 0.459 0.095 -0.156
C -3.812 1.817 0.526 0.593
O -4.587 2.741 0.559 -0.514
C -2.356 2.006 0.951 -0.637
C -1.356 1.558 -0.065 0.529
O -1.440 1.700 -1.263 -0.513
C -0.074 0.944 0.544 0.567
O 0.040 0.735 1.732 -0.583
N 0.845 0.737 -0.425 -0.621
C 2.208 0.424 -0.318 0.242
C 3.084 1.181 -1.101 -0.233
C 4.443 0.971 -1.049 -0.180
C 4.929 -0.020 -0.204 0.009
N 6.348 -0.255 -0.126 0.530
O 7.069 0.435 -0.815 -0.375
O 6.734 -1.128 0.622 -0.376
C 4.066 -0.803 0.548 -0.158
C 2.693 -0.610 0.498 -0.043
C 1.790 -1.527 1.252 -0.644
C -3.340 -0.633 0.161 -0.301
H -1.242 -3.904 0.029 0.207
H -1.104 -2.209 -0.506 0.173
H -1.570 -2.586 1.181 0.180
H -5.368 -3.013 -1.103 0.227
H -6.919 -1.083 -1.212 0.221
H -6.149 1.151 -0.443 0.237
H -2.158 1.498 1.899 0.276
H -2.208 3.080 1.108 0.280
H 0.547 1.104 -1.329 0.429
H 2.682 1.950 -1.743 0.219
H 5.130 1.556 -1.639 0.253
H 4.482 -1.582 1.168 0.247
H 1.042 -1.953 0.585 0.213
H 1.261 -0.986 2.036 0.263
H 2.359 -2.334 1.704 0.221
H -2.348 -0.511 0.566 0.211



Record 5
40
Properties=species:S:1:pos:R:3:nbo_charge:R:1 method="wB97M-V/def2-TZVPD" gap_ev=8.7 spin_multiplicity=1 homo_ha=-0.309 lumo_energy_ev=0.26 smiles="Cc1cccc(NC(=O)CSc2ccc(-c3cccnc3)nn2)c1" relative_energy_kcal_mol=4.71
C -5.184 -1.928 3.996 -0.629
C -4.553 -1.138 2.891 0.017
C -5.239 -0.924 1.700 -0.242
C -4.664 -0.183 0.685 -0.178
C -3.400 0.363 0.831 -0.275
C -2.707 0.159 2.017 0.244
N -1.430 0.688 2.256 -0.621
C -0.689 1.515 1.471 0.677
O -0.997 1.918 0.377 -0.591
C 0.623 1.899 2.158 -0.646
S 1.484 3.160 1.183 0.306
C 2.093 2.166 -0.117 0.026
C 2.641 2.777 -1.257 -0.214
C 3.125 1.946 -2.233 -0.172
C 3.038 0.556 -2.013 0.127
C 3.536 -0.428 -2.975 -0.111
C 3.914 -1.701 -2.547 -0.138
C 4.397 -2.607 -3.472 -0.253
C 4.491 -2.208 -4.798 0.039
N 4.115 -1.014 -5.222 -0.415
C 3.646 -0.153 -4.339 0.050
N 2.514 0.072 -0.894 -0.194
N 2.052 0.851 0.031 -0.256
C -3.289 -0.593 3.036 -0.283
H -5.602 -2.856 3.612 0.220
H -5.998 -1.358 4.445 0.221
H -4.461 -2.164 4.773 0.212
H -6.227 -1.342 1.573 0.208
H -5.203 -0.024 -0.237 0.214
H -2.955 0.941 0.040 0.253
H -1.033 0.426 3.148 0.394
H 1.280 1.032 2.231 0.274
H 0.444 2.335 3.141 0.242
H 2.672 3.852 -1.336 0.231
H 3.577 2.339 -3.130 0.225
H 3.824 -1.950 -1.500 0.238
H 4.701 -3.598 -3.173 0.221
H 4.880 -2.871 -5.560 0.193
H 3.327 0.796 -4.751 0.188
H -2.742 -0.750 3.958 0.197